Below is a molecular structure, C35H26HfN7PSSe2, with properties calculated with ωB97M-V with the def2-TZVPD basis set.

Output
* total charge: +2
* HOMO level: -13.70 eV
* gap between HOMO and LUMO: 6.634 eV
* relative energy (zero: lowest compared OMol25 entry of this formula, charge and spin): 0.0 kJ/mol
* LUMO: -7.06 eV

The geometry in XYZ format:
```
73
C35H26HfN7PSSe2 ωB97M-V with the def2-TZVPD basis set
Hf -0.2222 0.0202 -0.1848
C -0.5262 4.5400 0.3159
C 0.0533 3.2702 0.3016
N -0.6762 2.2052 0.6120
C -1.9567 2.3943 0.9697
C -2.5288 3.6504 0.9095
N -1.8085 4.7236 0.5857
C -2.6912 1.1695 1.3794
C -3.9205 1.1895 2.0060
C -4.5082 -0.0070 2.4135
C -3.8008 -1.1929 2.2062
C -2.5698 -1.1468 1.5879
N -2.0391 0.0128 1.1580
C -1.6745 -2.3202 1.4258
C -1.9424 -3.5902 1.9185
N -1.0663 -4.5831 1.8187
C 0.1000 -4.3140 1.2501
C 0.3971 -3.0529 0.7470
N -0.5028 -2.0742 0.8220
C -5.8275 -0.0213 3.0765
C -6.7457 -1.0307 2.8109
C -7.9749 -0.9895 3.4528
N -8.3182 -0.0475 4.3261
C -7.4288 0.9072 4.5823
C -6.1798 0.9734 3.9818
H 0.0691 5.4117 0.0752
H 1.0890 3.1102 0.0277
H -3.5791 3.8095 1.1149
H -4.4335 2.1240 2.1822
H -4.2087 -2.1259 2.5670
H -2.8794 -3.8163 2.4107
H 0.8267 -5.1139 1.1819
H 1.3543 -2.8287 0.2904
H -6.5390 -1.8174 2.0965
H -8.7182 -1.7516 3.2497
H -7.7219 1.6578 5.3068
H -5.4969 1.7684 4.2530
S -1.5685 1.2204 -1.9895
C -1.7522 -0.4083 -2.6147
C -2.3407 -0.7624 -3.8231
C -2.3824 -2.0997 -4.1591
C -1.8352 -3.0562 -3.3029
C -1.2658 -2.6322 -2.1268
N -1.2333 -1.3312 -1.7859
H -2.7492 -0.0003 -4.4709
H -2.8379 -2.4083 -5.0912
H -1.8499 -4.1075 -3.5498
H -0.8242 -3.3362 -1.4363
Se 1.6604 0.1592 1.7544
P 3.0503 0.0366 0.0762
Se 1.8916 0.0147 -1.7753
C 4.0140 -1.4703 0.2187
C 4.4401 -1.8772 1.4858
C 5.2479 -2.9938 1.6147
C 5.6305 -3.7068 0.4840
C 5.2121 -3.3015 -0.7745
C 4.4052 -2.1811 -0.9134
C 4.1119 1.4802 0.1049
C 4.6439 1.8867 1.3313
C 5.5297 2.9479 1.3778
C 5.8863 3.6058 0.2057
C 5.3618 3.2013 -1.0120
C 4.4751 2.1352 -1.0688
H 4.1415 -1.3324 2.3730
H 5.5799 -3.3082 2.5948
H 6.2613 -4.5797 0.5874
H 5.5184 -3.8537 -1.6526
H 4.0880 -1.8691 -1.9007
H 4.3667 1.3866 2.2517
H 5.9415 3.2646 2.3262
H 6.5785 4.4362 0.2452
H 5.6448 3.7115 -1.9227
H 4.0746 1.8240 -2.0252
```

***

Below is a molecular structure, C35H27IrN2O4PS, with properties calculated with ωB97M-V with the def2-TZVPD basis set.

Output
* total charge: +2
* HOMO level (spin up / spin down): -13.70 / -13.96 eV
* gap between HOMO and LUMO (spin up / spin down): 5.956 / 6.243 eV
* relative energy (zero: lowest compared OMol25 entry of this formula, charge and spin): 23.8 kJ/mol
* 2S+1: 2
* LUMO (spin up / spin down): -7.74 / -7.72 eV

The geometry in XYZ format:
```
71
C35H27IrN2O4PS ωB97M-V with the def2-TZVPD basis set
Ir 0.0867 -0.1518 -0.4249
C 2.1594 -5.9226 4.3399
C 1.9081 -4.8356 3.3577
C 2.9924 -2.9019 3.4642
C 2.9506 -1.6998 2.5562
C 3.0785 -2.0541 1.2894
C 1.7464 -4.1266 0.8627
C 1.9232 -5.1117 1.9928
S 3.1262 -1.1606 -0.2288
O 2.5975 -2.0853 -1.1823
O 4.4376 -0.6431 -0.4007
N 1.9575 0.0934 -0.1328
C 2.4150 1.4470 0.0871
C 3.6833 1.9107 0.3770
C 3.9148 3.2882 0.5616
C 2.9157 4.2097 0.4618
C 1.6007 3.7798 0.1789
C 0.4966 4.6522 0.0733
C -0.7463 4.1457 -0.1856
C -0.9038 2.7632 -0.3430
N 0.1200 1.9325 -0.2553
C 1.3652 2.4053 -0.0013
H 2.9274 -5.6320 5.0602
H 2.4324 -6.8699 3.8794
H 1.2333 -6.0530 4.9078
H 3.6742 -2.7574 4.2997
H 2.8238 -0.6937 2.9351
H 1.7773 -4.6322 -0.0991
H 2.1402 -6.1426 1.7209
H 4.5294 1.2574 0.4635
H 4.9256 3.6031 0.7812
H 3.1126 5.2649 0.6004
H 0.6484 5.7166 0.2025
H -1.6127 4.7851 -0.2706
H -1.8689 2.3181 -0.5414
O -3.8703 0.1792 -0.0867
C -2.9466 -0.5333 -0.3520
O -1.7637 0.0650 -0.6602
C -3.0451 -2.0247 -0.3281
C -4.3556 -2.5001 -0.2307
C -4.6152 -3.8546 -0.1419
C -3.5566 -4.7497 -0.1225
C -2.2567 -4.2841 -0.2159
C -1.9723 -2.9246 -0.3385
P -0.2099 -2.4642 -0.5471
C 0.5246 -3.2537 0.9289
C -0.0665 -2.7920 2.1143
C 0.3562 -2.8461 3.4200
C 1.6177 -3.4630 3.9095
C 3.4290 -4.0735 2.5238
C 3.1447 -3.5278 1.0967
C 0.2767 -3.3118 -2.0650
C 0.4526 -2.5158 -3.1941
C 0.7403 -3.0897 -4.4220
C 0.8687 -4.4652 -4.5307
C 0.6953 -5.2691 -3.4108
C 0.3930 -4.6980 -2.1863
H -5.1610 -1.7807 -0.2237
H -5.6350 -4.2092 -0.0787
H -3.7408 -5.8128 -0.0391
H -1.4522 -5.0062 -0.1948
H -1.0032 -2.2573 1.9813
H -0.2711 -2.3771 4.1666
H 1.6035 -3.5192 4.9956
H 4.2449 -4.7507 2.7484
H 3.8729 -3.8630 0.3619
H 0.3766 -1.4387 -3.1158
H 0.8710 -2.4590 -5.2909
H 1.1022 -4.9141 -5.4868
H 0.7841 -6.3439 -3.4963
H 0.2321 -5.3532 -1.3397
```

***

Below is a molecular structure, C35H27N7PZn in a non-equilibrium geometry, with properties calculated with ωB97M-V with the def2-TZVPD basis set.

Output
* total charge: +1
* HOMO level: -10.50 eV
* gap between HOMO and LUMO: 7.520 eV
* LUMO: -2.98 eV

The geometry in XYZ format:
```
71
C35H27N7PZn ωB97M-V with the def2-TZVPD basis set
Zn -3.6631 12.1676 16.6396
C -1.3884 11.5909 20.3081
C -0.2523 12.4311 20.2445
C -0.1672 13.2416 19.1268
C -1.0895 13.0835 18.0848
N -2.1054 12.2044 18.1439
C -2.2096 11.4821 19.2427
N -0.7660 13.8118 16.9761
C -1.6000 14.2114 16.0845
N -2.8608 13.7508 15.8497
C -3.4285 14.4665 14.8212
N -4.5585 14.2903 14.2358
C -5.5947 13.4531 14.6122
C -6.6622 13.4514 13.7383
C -7.6890 12.5954 13.9450
C -7.7483 11.9378 15.1960
C -6.6940 12.0153 16.0549
N -5.6286 12.7721 15.7692
C -2.4268 15.5237 14.3738
C -2.5068 16.4740 13.3152
C -1.4702 17.4082 13.2890
C -0.3301 17.2259 14.1243
C -0.2436 16.2364 15.0844
C -1.2959 15.3955 15.2066
H -1.5807 10.8795 21.1294
H 0.3798 12.5579 21.1641
H 0.6202 14.0006 18.9940
H -2.9864 10.7956 19.3342
H -6.4712 14.1791 12.9539
H -8.5679 12.5214 13.2962
H -8.6147 11.2969 15.3628
H -6.6687 11.3613 16.8944
H -3.3805 16.5894 12.6415
H -1.4651 18.1774 12.5790
H 0.5332 17.9289 13.9140
H 0.6625 16.1552 15.6401
N -4.1267 9.2375 15.6622
P -2.9513 10.3456 15.1613
C -1.3719 9.6120 15.6325
C -0.2479 10.3656 15.4415
C 1.0014 9.9556 15.9980
C 1.1045 8.7071 16.5927
C 0.0128 7.8618 16.5407
C -1.1816 8.2862 16.1116
C -3.0051 10.1873 13.3201
C -2.7357 9.0353 12.6168
C -2.9049 8.9504 11.2529
C -3.3827 10.0627 10.5815
C -3.6421 11.1979 11.2649
C -3.5615 11.2577 12.6322
C -4.8940 9.3998 16.7972
C -5.9008 8.5067 17.0949
C -6.6539 8.6584 18.2260
C -6.4349 9.7209 19.0718
C -5.4879 10.6076 18.7245
N -4.7512 10.4545 17.5922
H -4.4411 8.5020 15.1388
H -0.3660 11.3318 14.9441
H 1.7855 10.7066 16.0402
H 2.0391 8.4085 17.1136
H 0.0466 6.8654 16.9762
H -2.0421 7.6592 16.2884
H -2.4361 8.1600 13.2258
H -2.6266 8.0897 10.6393
H -3.5073 10.0029 9.5134
H -3.9402 12.0783 10.6712
H -3.5692 12.2316 13.0912
H -6.0694 7.7203 16.4257
H -7.5114 7.8966 18.5046
H -7.0245 9.7712 19.9522
H -5.1796 11.4113 19.4071
```

***

Below is a molecular structure, C35H28AsF8O4PdSeTe, with properties calculated with ωB97M-V with the def2-TZVPD basis set.

Output
* total charge: -1
* HOMO level (spin up / spin down): -4.46 / -5.27 eV
* gap between HOMO and LUMO (spin up / spin down): 6.526 / 5.487 eV
* relative energy (zero: lowest compared OMol25 entry of this formula, charge and spin): 7.7 kJ/mol
* 2S+1: 5
* LUMO (spin up / spin down): 2.07 / 0.21 eV

The geometry in XYZ format:
```
79
C35H28AsF8O4PdSeTe ωB97M-V with the def2-TZVPD basis set
Pd 0.5810 0.9528 0.3829
O -0.7625 4.7611 1.9969
C -0.1381 3.9909 1.3387
O 0.8066 3.2105 1.3771
C -0.9163 3.9599 -0.5932
O -1.2160 5.0795 -0.8667
O -0.8253 2.8169 -0.9805
C 1.6834 0.6175 3.9538
As 2.2685 0.4642 2.1154
C 3.7939 1.6696 2.1436
C 3.1393 -1.2952 2.0122
C 3.9239 -1.6506 3.2328
C 3.3097 -2.3136 4.2951
C 4.0171 -2.6120 5.4493
C 5.3535 -2.2528 5.5640
C 5.9767 -1.5980 4.5116
C 5.2671 -1.3009 3.3567
H 2.5272 0.5109 4.6353
H 0.9221 -0.1313 4.1541
H 1.2317 1.6037 4.0539
H 4.4515 1.4458 2.9839
H 3.4026 2.6824 2.2318
H 4.3465 1.5829 1.2076
H 3.7669 -1.2589 1.1213
H 2.3367 -2.0056 1.8231
H 2.2666 -2.5956 4.2078
H 3.5224 -3.1287 6.2622
H 5.9061 -2.4863 6.4651
H 7.0208 -1.3202 4.5871
H 5.7613 -0.7952 2.5345
C 2.1319 -2.0509 -6.1426
C 2.1765 -1.0092 -5.0581
C 1.3643 0.1139 -5.1020
C 1.3849 1.0773 -4.0960
C 0.4602 2.2602 -4.1647
C 2.2527 0.8932 -3.0192
Te 2.2624 2.2799 -1.4375
C 3.0759 -0.2365 -2.9423
C 3.9689 -0.4726 -1.7587
C 3.0282 -1.1658 -3.9707
H 1.3474 -1.8331 -6.8672
H 1.9422 -3.0403 -5.7217
H 3.0818 -2.1024 -6.6793
H 0.6809 0.2448 -5.9349
H -0.1493 2.2255 -5.0673
H 1.0222 3.1984 -4.1690
H -0.2109 2.2887 -3.3029
H 3.3525 -0.5529 -0.8601
H 4.6841 0.3443 -1.6194
H 4.5316 -1.3996 -1.8727
H 3.6535 -2.0509 -3.9071
F -2.0545 -5.2047 0.1721
C -1.9502 -3.9347 0.5764
C -2.7623 -2.9560 0.0366
F -3.6607 -3.2878 -0.8991
C -2.6368 -1.6429 0.4595
F -3.4337 -0.7422 -0.1215
C -1.7117 -1.2552 1.4196
Se -1.4515 0.5695 1.9004
C -0.9292 -2.2705 1.9481
F 0.0048 -1.9992 2.8785
C -1.0309 -3.5858 1.5458
F -0.2283 -4.5251 2.0741
F -0.8159 -7.0211 -4.7477
C 0.3094 -6.8841 -4.0171
F 0.3916 -7.9643 -3.2187
F 1.3358 -6.9844 -4.8967
C 0.3421 -5.5978 -3.2567
C -0.1071 -4.4331 -3.8705
C -0.0459 -3.2284 -3.1982
C 0.4682 -3.1595 -1.8955
C 0.9171 -4.3405 -1.2956
C 0.8544 -5.5489 -1.9684
C 0.5226 -1.9100 -1.2067
C 0.5416 -0.8452 -0.6167
H -0.5147 -4.4756 -4.8727
H -0.3953 -2.3180 -3.6661
H 1.3145 -4.3027 -0.2887
H 1.1953 -6.4544 -1.4851
```